{
  "formula": "C51H43N4P2SiTl",
  "method": "wB97M-V/def2-TZVPD",
  "molar_mass_g_mol": 1006.350,
  "lumo_ev": 4.04,
  "homo_lumo_gap_ev": 4.20,
  "energy_ev": -90691.6140,
  "charge": -2,
  "symbols": ["Tl", "C", "Si", "C", "C", "C", "C", "C", "C", "P", "C", "C", "C", "C", "C", "C", "C", "C", "C", "C", "C", "C", "C", "C", "C", "C", "C", "C", "P", "C", "C", "C", "C", "C", "C", "C", "C", "C", "C", "C", "C", "H", "H", "H", "H", "H", "H", "H", "H", "H", "H", "H", "H", "H", "H", "H", "H", "H", "H", "H", "H", "H", "H", "H", "H", "H", "H", "H", "H", "H", "H", "H", "N", "C", "C", "C", "C", "N", "C", "C", "H", "H", "H", "H", "N", "C", "C", "C", "C", "C", "C", "H", "H", "H", "H", "H", "C", "C", "N", "H", "H", "H"],
  "xyz": [[-0.51, 1.57, -0.78], [4.84, -0.29, 0.72], [3.00, -0.91, 0.84], [2.76, -1.06, 2.76], [3.74, -1.59, 3.62], [3.57, -1.62, 4.99], [2.39, -1.15, 5.56], [1.40, -0.64, 4.73], [1.58, -0.59, 3.35], [0.32, 0.17, 2.22], [-1.19, -0.52, 3.05], [-1.46, -1.86, 2.74], [-2.56, -2.52, 3.27], [-3.41, -1.85, 4.15], [-3.15, -0.53, 4.47], [-2.06, 0.13, 3.92], [0.30, 1.90, 2.87], [-0.76, 2.74, 2.51], [-0.82, 4.05, 2.95], [0.19, 4.56, 3.76], [1.27, 3.76, 4.08], [1.34, 2.44, 3.63], [3.23, -2.80, 0.43], [4.34, -3.62, 0.61], [4.38, -4.91, 0.09], [3.30, -5.39, -0.66], [2.18, -4.60, -0.84], [2.12, -3.33, -0.27], [0.74, -2.09, -0.49], [1.06, -1.78, -2.30], [0.52, -2.56, -3.32], [0.84, -2.33, -4.65], [1.74, -1.32, -4.99], [2.29, -0.55, -3.98], [1.96, -0.77, -2.65], [-0.74, -3.22, -0.65], [-0.88, -4.44, 0.01], [-2.10, -5.12, 0.03], [-3.22, -4.58, -0.59], [-3.11, -3.33, -1.20], [-1.90, -2.66, -1.21], [5.55, -0.85, 1.35], [4.90, 0.77, 1.01], [5.17, -0.37, -0.32], [4.65, -1.98, 3.19], [4.36, -2.02, 5.63], [2.25, -1.16, 6.63], [0.47, -0.28, 5.17], [-0.80, -2.38, 2.05], [-2.75, -3.55, 2.99], [-4.26, -2.36, 4.58], [-3.80, 0.00, 5.16], [-1.88, 1.17, 4.18], [-1.54, 2.38, 1.83], [-1.64, 4.68, 2.62], [0.14, 5.58, 4.11], [2.09, 4.16, 4.68], [2.20, 1.84, 3.87], [5.21, -3.25, 1.14], [5.25, -5.54, 0.24], [3.35, -6.39, -1.09], [1.36, -4.97, -1.45], [-0.17, -3.36, -3.09], [0.39, -2.94, -5.43], [2.00, -1.14, -6.03], [2.99, 0.25, -4.23], [2.39, -0.16, -1.87], [-0.03, -4.88, 0.51], [-2.17, -6.08, 0.53], [-4.16, -5.11, -0.59], [-3.98, -2.87, -1.66], [-1.83, -1.67, -1.66], [-1.17, 2.09, -8.75], [-1.23, 2.02, -7.60], [-1.30, 1.94, -6.16], [-2.02, 0.91, -5.56], [-2.06, 0.87, -4.17], [-1.44, 1.75, -3.40], [-0.76, 2.74, -3.98], [-0.66, 2.87, -5.36], [-2.53, 0.17, -6.15], [-2.62, 0.10, -3.66], [-0.29, 3.46, -3.32], [-0.11, 3.69, -5.80], [-1.82, 3.36, -0.47], [-1.36, 4.43, -1.08], [-2.23, 5.37, -1.77], [-1.76, 6.47, -2.47], [-0.40, 6.77, -2.56], [0.49, 5.92, -1.89], [0.05, 4.82, -1.17], [-3.30, 5.16, -1.75], [-2.48, 7.10, -2.99], [-0.04, 7.63, -3.13], [1.56, 6.13, -1.92], [0.77, 4.19, -0.66], [-4.78, 1.04, 1.80], [-3.70, 0.77, 0.87], [-2.83, 0.56, 0.15], [-5.74, 1.00, 1.28], [-4.65, 2.03, 2.23], [-4.77, 0.30, 2.60]],
  "lowdin_charge": [0.56, -0.29, 0.60, -0.30, -0.11, -0.11, -0.11, -0.11, -0.39, 0.98, -0.36, -0.09, -0.08, -0.12, -0.13, -0.11, -0.37, -0.15, -0.08, -0.11, -0.11, -0.09, -0.30, -0.11, -0.12, -0.12, -0.12, -0.37, 0.97, -0.35, -0.10, -0.11, -0.12, -0.09, -0.13, -0.38, -0.12, -0.11, -0.12, -0.10, -0.12, -0.01, 0.00, 0.00, 0.08, 0.09, 0.09, 0.10, 0.08, 0.09, 0.09, 0.10, 0.10, 0.04, 0.10, 0.09, 0.09, 0.10, 0.08, 0.08, 0.09, 0.09, 0.09, 0.09, 0.09, 0.10, 0.05, 0.09, 0.09, 0.08, 0.09, 0.08, 0.13, -0.18, -0.24, -0.02, -0.12, 0.02, -0.11, 0.01, 0.11, 0.11, 0.10, 0.12, -0.19, -0.60, -0.11, -0.19, -0.20, -0.19, -0.15, 0.06, 0.07, 0.05, 0.08, 0.05, -0.05, -0.24, 0.13, 0.08, 0.09, 0.06]
}